The following is a quantum chemistry calculation of 11 unconnected molecules or ions with the total composition H22O11, from the Open Molecules 2025 dataset.

Last column: Löwdin charge in e.
Element x y z (Å)
O (0.75600, -0.42124, 3.22855)  -0.08
H (-1.91300, 1.34876, 2.20455)  0.08
H (0.32500, -1.68924, -2.20645)  -0.01
O (0.09000, -2.53424, -1.83445)  -0.04
O (0.19600, 0.02376, -3.06945)  -0.04
H (0.46900, -0.23824, -3.94445)  0.06
H (0.50300, 2.14176, -2.08745)  0.01
H (1.06200, 3.57176, -2.09345)  0.05
H (0.46300, 0.34776, -0.11745)  0.00
H (-0.77600, -0.10824, -3.05645)  0.08
H (2.36600, -0.66424, -0.19345)  0.06
H (-0.15200, -0.30724, 2.83055)  0.00
H (0.46200, -3.95724, 0.72155)  0.07
H (0.82500, -1.35624, 3.47755)  0.04
O (2.21500, 0.27976, -0.23045)  0.01
O (-1.81300, 2.21176, -1.38645)  -0.07
H (-0.72400, 0.05476, 0.80955)  -0.01
O (1.81800, 3.74476, 0.81955)  -0.07
O (-0.49900, 0.31476, -0.06845)  -0.05
H (0.51600, -2.60824, -0.00045)  -0.03
H (-0.76200, -2.46424, -1.41845)  0.04
O (1.12500, 2.73876, -1.65345)  -0.04
H (1.94300, 3.29576, 1.66755)  0.04
H (-2.68900, 0.04676, 1.86855)  0.05
O (0.48700, -2.99224, 0.86855)  -0.06
H (2.70100, 0.57076, -0.94845)  0.02
H (1.57100, 3.08776, 0.16555)  -0.03
H (-1.36300, -2.53724, 1.60655)  -0.03
O (-1.98200, -2.99724, 2.17055)  -0.07
O (-1.91000, 0.38776, 2.25555)  -0.02
H (-2.58600, -3.57224, 1.65455)  0.05
H (-1.39800, 1.38976, -1.10945)  -0.04
H (-1.32600, 2.89076, -0.93045)  0.02

## Properties
gap between HOMO and LUMO: 10.56 eV
SMILES: O.O.O.O.O.O.O.O.O.O.O

The following is a quantum chemistry calculation of 2 unconnected molecules or ions with the total composition C9H16N3O, from the Open Molecules 2025 dataset.

Last column: Löwdin charge in e.
Element x y z (Å)
C (-0.74961, 1.15961, -1.57160)  -0.04
N (-0.24278, -1.93987, 0.79173)  0.22
C (-1.36643, 1.59558, 1.10767)  -0.01
N (1.47120, -2.11821, -0.71221)  0.22
H (-3.33220, 1.01555, 0.56862)  0.11
C (0.25012, 1.60775, -0.69911)  -0.03
H (1.24604, 1.77500, -1.09229)  0.12
H (-3.22219, 0.77998, -2.89594)  0.09
O (0.89007, 2.02199, 1.59180)  0.01
H (3.37405, 0.42159, 0.99764)  0.09
C (1.01059, -1.65312, 0.45947)  -0.44
H (-0.62502, -1.75262, 1.70419)  0.14
C (-3.06494, 0.20950, -1.98035)  -0.05
H (-0.51179, 0.95621, -2.60451)  0.12
C (3.13709, -0.61501, 1.22346)  0.00
H (1.14600, -0.12482, 1.75071)  0.13
H (-2.73137, -0.77908, -2.31525)  0.08
C (-0.07462, 1.79610, 0.62489)  -0.35
C (-1.99172, 0.78966, -1.09345)  -0.29
H (1.14429, -2.99552, -1.08387)  0.13
H (1.70794, 2.39672, 1.24321)  0.11
C (-2.31900, 1.10166, 0.23035)  -0.04
H (-1.45953, 1.61981, 2.17683)  0.12
H (2.41998, -1.91370, -0.97921)  0.11
H (-0.85752, -2.45899, 0.18812)  0.13
H (3.54148, -1.22865, 0.44045)  0.07
H (-3.99333, 0.04533, -1.45184)  0.07
H (3.52158, -0.92810, 2.18276)  0.10
N (1.68161, -0.78433, 1.19772)  0.05

## Properties
gap between HOMO and LUMO: 8.83 eV
charge: +1

The following is a quantum chemistry calculation of 2 unconnected molecules or ions with the total composition CH2F2N2, from the Open Molecules 2025 dataset.

Last column: Löwdin charge in e.
Element x y z (Å)
H (0.84305, -0.87945, 0.74044)  0.01
F (-0.30184, -2.40294, 0.45992)  -0.14
N (-1.06984, 1.53966, -0.26258)  0.16
F (-2.27763, 1.89150, 1.78441)  0.21
C (-1.67181, 1.73968, 0.70350)  -0.34
H (-0.32963, -0.68445, -0.17754)  0.05
N (-0.06302, -1.05933, 0.72124)  0.05

## Properties
gap between HOMO and LUMO: 10.93 eV
SMILES: N#CF.NF

The following is a quantum chemistry calculation of 2 unconnected molecules or ions with the total composition C4H12N2O2, from the Open Molecules 2025 dataset.

Last column: Löwdin charge in e.
Element x y z (Å)
H (-1.77698, 1.57156, 2.76211)  0.10
H (-0.02329, -1.27960, -0.69210)  0.10
H (-1.14671, -1.09301, -2.05418)  0.11
H (1.71458, -0.33973, -2.27344)  0.06
N (-1.46120, 1.63542, 1.81283)  0.15
O (-0.78305, -0.50057, 1.68185)  0.06
C (-0.23333, -0.71408, -1.60756)  -0.28
H (0.99043, -1.88658, 2.43464)  0.00
C (-0.65492, 0.63851, 1.28888)  -0.54
O (1.80169, -2.31160, 2.16917)  -0.06
H (0.67586, -0.81933, -3.45503)  0.06
H (-0.16147, 1.40551, -1.98814)  0.10
H (1.14639, 0.46896, 0.15936)  0.12
H (-1.50974, 2.58307, 1.49012)  0.09
N (0.90888, -0.90348, -2.47600)  -0.01
H (-1.54874, 0.82768, -1.00929)  0.10
H (0.52763, 2.11706, 0.36535)  0.11
C (0.24685, 1.08239, 0.17743)  -0.12
C (-0.46325, 0.76923, -1.15697)  -0.18
H (1.75037, -3.25141, 2.37098)  0.03

## Properties
gap between HOMO and LUMO: 9.71 eV
SMILES: NCCCC(N)=O.O

The following is a quantum chemistry calculation of 2 unconnected molecules or ions with the total composition C2H6O4, from the Open Molecules 2025 dataset.

Last column: Löwdin charge in e.
Element x y z (Å)
H (-0.60436, 0.31777, 1.68125)  0.13
O (0.23428, 2.15952, 2.03878)  -0.04
C (1.10606, 0.58866, 0.37580)  -0.47
H (-0.88265, 1.47594, 0.34812)  0.13
O (-1.56134, -2.87583, -2.40905)  -0.09
H (0.43402, 1.60938, 2.82482)  0.11
H (-2.17184, -2.42241, -3.03351)  0.05
C (-0.15913, 1.16600, 1.12650)  -0.17
O (0.80338, -0.33041, -0.61493)  0.06
H (1.69511, -0.42673, -1.04802)  0.14
H (-1.13297, -2.14595, -1.90703)  0.03
O (2.23943, 0.88402, 0.61729)  0.12

## Properties
gap between HOMO and LUMO: 11.19 eV
SMILES: O=C(O)CO.O

The following is a quantum chemistry calculation of a gas-phase ion, C6H6N (charge +1), from the Open Molecules 2025 dataset.

Last column: Löwdin charge in e.
Element x y z (Å)
C (-1.13389, -0.74485, 0.30885)  0.08
H (-2.72972, 0.68962, 0.40375)  0.11
H (1.79581, -2.64208, -0.04744)  0.10
C (-2.22034, 0.04630, -0.24024)  0.01
H (1.68458, 1.42251, 1.01285)  0.16
C (1.62081, -1.53086, -0.13795)  0.13
H (-2.67833, 0.08212, -1.24745)  0.15
C (1.51711, 1.04130, -0.02871)  -0.17
H (-1.06245, -1.48079, 1.16932)  0.19
N (-0.81415, 0.39725, -0.30140)  -0.02
H (2.15754, 1.71204, -0.61630)  0.14
C (1.79377, -0.35813, -0.06655)  -0.14
C (0.06926, 1.36558, -0.20872)  0.25

## Properties
gap between HOMO and LUMO (spin up / spin down): 8.76 / 7.62 eV
2S+1: 3
charge: +1

The following is a quantum chemistry calculation of a single C20H21N3O7S molecule, from the Open Molecules 2025 dataset.

Last column: Löwdin charge in e.
Element x y z (Å)
O (-5.28662, 0.15629, -1.97691)  -0.06
C (1.16601, 1.34833, 2.00641)  0.00
H (-0.51696, 3.32228, 1.81587)  0.16
H (-3.35185, -3.69390, -0.90294)  0.10
C (2.06404, -0.43162, 0.69452)  -0.30
C (0.16556, 1.54604, 1.05096)  -0.25
H (-6.14226, 2.03847, -1.78198)  0.10
O (-4.66622, -2.08645, -1.01761)  -0.04
C (2.10886, 0.35356, 1.83009)  -0.06
C (-4.38822, -3.42818, -0.68465)  -0.06
H (2.87335, 0.16093, 2.56639)  0.12
O (-2.71868, -2.33172, 1.09673)  -0.11
H (-1.52027, -3.50063, 2.17811)  0.10
C (0.17412, 0.78093, -0.12080)  0.00
H (6.56111, 2.85953, 0.32182)  0.09
C (-2.12455, 2.55431, 0.87857)  -0.42
O (-2.73238, 3.60060, 0.96077)  0.09
C (-5.72339, 1.36987, -2.54036)  -0.08
H (-1.82016, -1.91431, 2.92412)  0.10
C (-2.42383, 0.06627, 0.99851)  0.02
H (-4.60113, -3.63866, 0.36489)  0.10
C (-1.62792, -2.43529, 1.98070)  -0.06
C (6.24270, 1.14016, -0.86715)  -0.31
C (4.89423, -0.56178, -1.14044)  -0.38
H (-4.91426, 1.88363, -3.06973)  0.10
O (2.46098, -2.99772, 0.33040)  -0.28
H (4.62610, 0.83194, 0.58989)  0.10
H (8.04142, 2.02889, -0.18776)  0.09
C (7.04203, 2.33235, -0.49583)  0.00
H (1.12346, -0.83172, -1.17133)  0.12
C (-2.74014, 1.28957, 0.42154)  -0.16
C (-3.02440, -1.10758, 0.56069)  -0.17
H (7.14307, 2.99579, -1.35230)  0.09
H (-1.71997, 0.02968, 1.81238)  0.11
C (-3.98387, -1.05465, -0.46481)  -0.11
O (6.59471, 0.45215, -1.96376)  0.00
H (-6.50153, 1.09719, -3.25125)  0.10
H (3.90207, -2.24015, -1.65212)  0.13
H (-0.56353, 0.96660, -0.88440)  0.13
H (-5.05454, -4.01502, -1.31678)  0.10
C (1.11428, -0.21520, -0.28731)  -0.04
H (1.18208, 1.96192, 2.89489)  0.12
N (3.86912, -1.46202, -1.01194)  -0.03
H (-0.70254, -2.05881, 1.53237)  0.09
O (4.20298, -1.71800, 1.52260)  -0.27
H (-3.96265, 2.32539, -0.97320)  0.12
C (5.15331, 0.55048, -0.29449)  0.04
C (-3.71593, 1.35835, -0.56810)  0.05
N (5.75704, -0.60694, -2.12719)  0.10
C (-4.33408, 0.20310, -1.00964)  -0.18
S (3.20200, -1.78600, 0.50211)  0.66
N (-0.80274, 2.51177, 1.27943)  0.14

## Properties
gap between HOMO and LUMO: 8.28 eV
SMILES: COc1cc(C(=O)Nc2ccc(S(=O)(=O)Nc3cc(C)on3)cc2)cc(OC)c1OC

Results for energy above the lowest of the compared OMol25 structures with the same formula, charge and spin: 1.2675 0.1736 3.0609 1.1880 0.4540 2.6258 3.6815 (in eV, following the order of the records).